1.
# C31H36MnN4O4S3

A structure of composition C31H36MnN4O4S3 (ωB97M-V with the def2-TZVPD basis set, the Open Molecules 2025 dataset).

Last column: Mulliken charge in e.
CARTESIAN COORDINATES (ANGSTROEM)
Mn 0.656 -0.613 -1.094  0.768
C -1.808 -3.318 -3.131  -1.399
C -1.072 -2.744 -1.959  0.996
O -0.453 -1.636 -2.205  -0.434
C -1.062 -3.388 -0.744  -1.671
C -0.324 -2.959 0.385  1.018
C -0.446 -3.728 1.665  -1.408
N 0.461 -1.908 0.347  1.169
N 1.132 -1.568 1.529  -0.752
C 1.756 -0.453 1.360  0.882
O 1.705 0.232 0.238  -1.127
C 2.602 0.098 2.443  0.289
C 2.781 -0.599 3.637  -0.295
C 3.598 -0.079 4.627  -0.798
C 4.237 1.141 4.436  -0.553
C 4.054 1.842 3.253  -0.818
C 3.238 1.322 2.257  -0.450
H -2.207 -2.514 -3.748  0.262
H -2.609 -3.981 -2.814  0.411
H -1.108 -3.894 -3.740  0.302
H -1.646 -4.290 -0.643  0.375
H -1.106 -4.581 1.535  0.448
H -0.833 -3.078 2.450  0.281
H 0.534 -4.066 2.001  0.287
H 2.274 -1.545 3.775  0.511
H 3.736 -0.623 5.552  0.451
H 4.875 1.544 5.212  0.438
H 4.547 2.793 3.105  0.453
H 3.092 1.855 1.327  0.446
O -1.200 0.494 -0.011  -0.338
S -0.976 1.193 1.308  0.711
C -1.091 2.981 0.971  -1.088
C -0.319 3.325 -0.301  -0.436
C -1.230 3.279 -1.530  -0.268
C -0.483 3.326 -2.859  -0.968
S 0.019 1.707 -3.500  -0.132
O 0.531 0.988 -2.270  0.104
C -1.569 1.039 -3.932  0.904
C -2.414 0.428 -3.014  0.579
C -3.642 -0.039 -3.454  -1.168
C -4.013 0.102 -4.786  -0.516
C -3.152 0.697 -5.696  -0.623
C -1.915 1.160 -5.271  -0.665
C -2.487 1.004 2.230  0.359
C -3.587 0.420 1.624  -0.268
C -4.755 0.272 2.360  -0.791
C -4.810 0.706 3.677  -0.498
C -3.694 1.280 4.274  -0.729
C -2.519 1.422 3.553  -0.516
H -0.648 3.443 1.856  0.618
H -2.140 3.272 0.911  0.511
H 0.532 2.648 -0.418  0.082
H 0.089 4.333 -0.197  0.552
H -1.906 4.136 -1.496  0.540
H -1.862 2.393 -1.488  -0.140
H 0.443 3.902 -2.789  0.468
H -1.083 3.753 -3.664  0.510
H -2.104 0.292 -1.986  -0.006
H -4.312 -0.521 -2.754  0.458
H -4.975 -0.266 -5.118  0.421
H -3.433 0.788 -6.736  0.411
H -1.222 1.603 -5.977  0.482
H -3.513 0.079 0.600  0.325
H -5.622 -0.186 1.904  0.435
H -5.722 0.587 4.246  0.405
H -3.736 1.604 5.305  0.412
H -1.638 1.846 4.021  0.450
S 2.816 -1.283 -2.432  -0.502
C 3.852 -1.454 -1.102  0.073
N 4.957 -0.735 -0.881  -0.105
C 5.538 -1.003 0.435  -0.275
C 4.795 -2.287 0.858  -0.470
N 3.704 -2.333 -0.111  0.060
H 5.129 0.099 -1.415  0.260
H 5.333 -0.180 1.121  0.110
H 6.613 -1.155 0.368  0.346
H 4.412 -2.221 1.875  0.230
H 5.426 -3.172 0.768  0.409
H 2.982 -3.031 -0.136  0.196

## Properties
orbital gap (alpha / beta)	7.281 / 7.701	eV
charge	+1
HOMO (alpha / beta)	-0.3705 / -0.3768	hartree
energy above the lowest of the compared OMol25 structures with the same formula, charge and spin	8.3	kcal/mol
spin multiplicity	5
DFT total energy	-110704.6309	eV
⟨S²⟩	6.0514



2.
# C31H36N3S

A cluster of 2 separate species, C31H36N3S in total (ωB97M-V with the def2-TZVPD basis set, the Open Molecules 2025 dataset).

Last column: Mulliken charge in e.
CARTESIAN COORDINATES (ANGSTROEM)
C -1.585 -5.486 -1.621  -0.990
S -0.985 -3.856 -2.210  0.237
C -2.317 -3.515 -3.419  -1.087
C -1.438 -2.802 -0.956  -0.611
C -0.702 -2.639 0.221  1.320
C -1.233 -1.836 1.281  -0.842
C -0.536 -1.687 2.465  -0.454
C 0.721 -2.289 2.635  0.386
C 1.441 -2.108 3.857  -0.096
N 2.036 -1.964 4.856  -0.579
C 1.264 -3.071 1.601  -0.836
C 0.572 -3.253 0.419  -0.757
H -0.929 -5.818 -0.812  0.345
H -2.612 -5.352 -1.268  0.322
H -1.536 -6.187 -2.461  0.416
H -2.152 -2.502 -3.797  0.365
H -2.231 -4.247 -4.228  0.444
H -3.272 -3.600 -2.890  0.363
H -2.392 -2.302 -1.111  0.317
H -2.202 -1.359 1.127  0.375
H -0.951 -1.079 3.273  0.577
H 2.239 -3.539 1.751  0.467
H 1.007 -3.865 -0.372  0.365
C 3.530 0.966 -4.611  -1.098
N 3.974 0.346 -3.380  0.114
C 5.343 -0.104 -3.397  -0.750
C 5.698 -0.905 -2.156  -0.760
C 5.272 -0.137 -0.911  -0.876
C 3.823 0.219 -0.972  0.821
C 3.206 0.347 -2.251  0.885
C 1.799 0.518 -2.317  -1.665
C 1.065 0.674 -1.162  -0.979
C 1.699 0.764 0.118  0.752
C 1.016 1.116 1.299  -0.603
C -0.205 1.816 1.390  0.187
C -0.889 1.859 2.638  -0.833
C -2.135 2.435 2.775  0.593
C -2.799 2.987 1.638  1.481
N -4.103 3.372 1.724  0.004
C -4.823 3.953 0.611  -1.057
C -4.840 3.406 2.964  -0.565
C -4.324 2.418 3.996  -0.841
C -2.807 2.468 4.108  -0.886
C -2.061 3.103 0.427  -1.223
C -0.806 2.543 0.312  -1.019
C 3.087 0.450 0.171  -0.986
H 2.621 1.549 -4.442  0.348
H 4.314 1.636 -4.996  0.338
H 3.326 0.216 -5.391  0.321
H 5.502 -0.704 -4.304  0.406
H 6.004 0.776 -3.477  0.401
H 5.180 -1.871 -2.183  0.329
H 6.773 -1.094 -2.148  0.364
H 5.462 -0.740 -0.018  0.410
H 5.887 0.771 -0.823  0.291
H 1.304 0.530 -3.290  0.436
H -0.017 0.746 -1.233  0.967
H 1.499 0.851 2.237  0.392
H -0.416 1.403 3.512  0.571
H -4.364 3.680 -0.340  0.324
H -5.851 3.569 0.628  0.349
H -4.879 5.051 0.674  0.348
H -4.811 4.423 3.394  0.283
H -5.887 3.190 2.722  0.395
H -4.779 2.650 4.963  0.359
H -4.634 1.407 3.707  0.315
H -2.462 1.618 4.704  0.396
H -2.520 3.379 4.656  0.314
H -2.489 3.631 -0.425  0.286
H -0.272 2.665 -0.626  0.831
H 3.583 0.409 1.144  0.486

## Properties
orbital gap	4.797	eV
charge	+1
HOMO	-0.3231	hartree
DFT total energy	-48029.2844	eV



3.
# C31H36N4S6SeW

A structure of composition C31H36N4S6SeW (ωB97M-V with the def2-TZVPD basis set, the Open Molecules 2025 dataset).

Last column: Mulliken charge in e.
CARTESIAN COORDINATES (ANGSTROEM)
W 0.120 -0.063 0.431  -1.335
C 2.977 -1.584 1.794  -1.351
C 1.835 -1.430 2.743  1.137
C 2.073 -1.583 4.130  -0.809
C 1.056 -1.458 5.018  -0.980
C -0.265 -1.289 4.539  1.227
C -1.380 -1.246 5.402  -0.844
C -2.640 -1.163 4.877  -0.742
C -2.832 -1.154 3.488  -0.773
C -1.768 -1.193 2.612  0.814
S -2.014 -1.323 0.880  -0.562
C -0.453 -1.208 3.147  -0.397
N 0.627 -1.162 2.272  0.172
H 3.926 -1.438 2.306  0.418
H 2.906 -0.886 0.967  -0.044
H 2.964 -2.594 1.379  0.329
H 3.087 -1.762 4.458  0.450
H 1.232 -1.519 6.085  0.430
H -1.217 -1.292 6.471  0.389
H -3.501 -1.130 5.532  0.385
H -3.834 -1.133 3.081  0.462
C 2.751 -2.653 -3.529  -0.856
N 1.359 -2.259 -3.668  0.324
C 0.699 -2.069 -4.862  -0.486
C -0.560 -1.693 -4.557  -0.551
N -0.656 -1.665 -3.183  0.480
C -1.880 -1.374 -2.445  -0.968
C 0.525 -2.008 -2.640  -0.409
Se 0.991 -2.221 -0.836  -0.068
H 3.234 -2.544 -4.496  0.329
H 2.822 -3.686 -3.193  0.337
H 3.234 -2.008 -2.797  0.305
H 1.183 -2.209 -5.812  0.487
H -1.393 -1.442 -5.189  0.452
H -2.688 -1.270 -3.165  0.224
H -1.778 -0.453 -1.877  0.289
H -2.092 -2.192 -1.759  0.487
C -0.027 1.496 -2.992  -0.688
C 1.444 1.883 -2.903  -0.104
C 2.360 0.657 -2.982  -0.945
C 1.843 2.771 -1.731  0.346
C 2.218 4.072 -2.051  -0.650
C 2.787 4.916 -1.119  -1.525
C 3.078 4.416 0.135  -0.781
C 2.719 3.129 0.518  0.320
C 3.301 2.666 1.842  0.592
C 4.437 1.681 1.533  -1.410
C 2.329 2.171 2.910  -1.617
C 1.992 2.320 -0.398  0.403
N 1.379 1.116 -0.011  2.420
H -0.200 0.903 -3.896  0.462
H -0.669 2.376 -3.036  0.205
H -0.337 0.910 -2.133  -0.320
H 1.649 2.489 -3.790  0.710
H 2.190 -0.006 -2.131  -0.446
H 3.409 0.958 -2.976  0.452
H 2.167 0.104 -3.907  0.556
H 2.064 4.418 -3.066  0.429
H 3.038 5.937 -1.376  0.355
H 3.590 5.045 0.853  0.466
H 3.780 3.551 2.269  0.473
H 4.083 0.842 0.940  0.065
H 4.886 1.297 2.452  0.445
H 5.215 2.180 0.954  0.382
H 1.647 1.417 2.534  0.323
H 1.726 2.994 3.295  0.242
H 2.889 1.752 3.750  0.555
C -4.045 3.912 -0.829  -0.841
S -2.444 3.951 -1.673  0.005
C -1.395 4.201 -0.285  0.082
C -1.068 3.283 0.647  0.086
S -1.650 1.626 0.703  -0.275
S -0.144 3.888 1.989  -0.142
C 0.034 5.524 1.464  0.089
S 0.900 6.648 2.290  -0.198
S -0.786 5.819 -0.027  -0.175
H -4.802 3.804 -1.604  0.400
H -4.213 4.840 -0.288  0.299
H -4.090 3.059 -0.154  0.205

## Properties
orbital gap (alpha / beta)	6.157 / 6.224	eV
charge	0
HOMO (alpha / beta)	-0.2374 / -0.2360	hartree
DFT total energy	-170876.7252	eV